ORCA calculation (wB97M-V/def2-TZVPD) on a 12-piece molecular cluster, C80H184N12O13 overall at a distorted geometry.

Positions of all 289 atoms, in Å:
C1 -2.31 1.31 -1.15
C2 -1.23 0.18 -0.98
C3 -1.88 -1.05 -1.49
C4 0.00 0.46 -1.84
C5 1.13 -0.50 -1.55
C6 1.60 -0.42 -0.11
C7 0.37 -0.75 0.86
C8 0.04 -2.21 0.82
C9 0.67 -0.31 2.31
N1 -0.79 0.09 0.42
O1 -1.94 -0.36 1.22
H1 -1.89 2.24 -0.84
H2 -2.50 1.28 -2.22
H3 -3.28 0.97 -0.74
H4 -2.07 -1.04 -2.53
H5 -1.17 -1.87 -1.44
H6 -2.77 -1.27 -0.92
H7 -0.23 0.35 -2.95
H8 0.39 1.46 -1.70
H9 0.77 -1.48 -1.77
H10 1.89 -0.36 -2.29
H11 1.98 0.54 0.26
H12 2.32 -1.22 0.16
H13 -1.00 -2.37 1.13
H14 0.65 -2.77 1.58
H15 0.19 -2.63 -0.15
H16 1.63 -0.78 2.57
H17 -0.13 -0.80 2.87
H18 0.73 0.76 2.42
H19 -1.90 0.24 1.95
C10 -0.31 -0.43 -5.91
C11 0.20 -1.14 -7.19
C12 -0.92 -1.13 -8.24
C13 1.45 -0.50 -7.75
C14 2.77 -0.81 -6.95
C15 2.89 -2.28 -6.77
C16 1.71 -3.03 -6.27
C17 2.07 -4.52 -6.49
C18 1.61 -2.77 -4.76
N2 0.54 -2.62 -7.02
O2 -0.62 -3.26 -6.46
H20 -1.01 0.32 -6.31
H21 -0.83 -1.07 -5.19
H22 0.55 0.09 -5.50
H23 -1.93 -1.49 -7.86
H24 -1.06 -0.10 -8.58
H25 -0.66 -1.73 -9.11
H26 1.60 -0.83 -8.75
H27 1.39 0.60 -7.78
H28 3.62 -0.50 -7.52
H29 2.71 -0.38 -5.97
H30 3.74 -2.50 -6.08
H31 3.37 -2.64 -7.74
H32 1.34 -5.24 -6.01
H33 3.01 -4.67 -5.96
H34 2.18 -4.77 -7.57
H35 2.60 -2.98 -4.26
H36 0.74 -3.22 -4.27
H37 1.47 -1.70 -4.64
H38 -0.71 -4.06 -6.98
C19 2.33 8.04 0.71
C20 1.93 7.20 -0.50
C21 1.17 8.09 -1.47
C22 3.18 6.65 -1.24
C23 3.90 5.56 -0.53
C24 2.91 4.41 -0.34
C25 1.70 4.83 0.45
C26 0.59 3.81 0.25
C27 2.17 5.02 1.91
N3 1.14 6.02 -0.20
O3 0.02 6.41 0.57
H39 3.09 7.53 1.19
H40 2.79 8.98 0.32
H41 1.50 8.34 1.36
H42 0.41 8.69 -0.88
H43 1.87 8.82 -1.82
H44 0.74 7.50 -2.31
H45 2.83 6.23 -2.18
H46 3.84 7.42 -1.63
H47 4.79 5.21 -1.09
H48 4.42 5.91 0.36
H49 3.31 3.53 0.17
H50 2.53 4.21 -1.35
H51 0.29 3.76 -0.79
H52 -0.27 4.00 0.93
H53 0.98 2.83 0.50
H54 2.29 4.05 2.43
H55 1.49 5.58 2.58
H56 3.19 5.31 1.95
H57 -0.80 6.45 0.03
C28 4.97 2.18 6.38
C29 4.90 2.06 4.84
C30 3.42 2.13 4.48
C31 5.80 3.14 4.22
C32 6.06 3.00 2.73
C33 6.69 1.62 2.51
C34 5.89 0.41 3.07
C35 4.72 0.05 2.13
C36 6.87 -0.72 3.11
N4 5.55 0.76 4.46
O4 4.79 -0.30 5.08
H58 6.04 2.39 6.68
H59 4.37 3.06 6.56
H60 4.49 1.34 6.93
H61 2.97 2.95 5.00
H62 3.23 2.20 3.38
H63 2.95 1.17 4.81
H64 5.31 4.15 4.44
H65 6.80 3.05 4.63
H66 5.19 3.10 2.11
H67 6.83 3.75 2.47
H68 7.64 1.66 3.09
H69 6.96 1.46 1.46
H70 5.14 -0.07 1.14
H71 3.91 0.80 2.22
H72 4.32 -0.98 2.38
H73 7.30 -0.88 2.09
H74 6.33 -1.64 3.30
H75 7.69 -0.58 3.81
H76 5.54 -0.68 5.48
C37 1.22 -7.19 2.31
C38 0.28 -6.62 1.24
C39 -0.62 -5.54 1.83
C40 1.13 -6.15 0.07
C41 0.46 -5.79 -1.24
C42 -0.40 -6.93 -1.67
C43 -1.34 -7.40 -0.53
C44 -2.49 -6.40 -0.34
C45 -1.89 -8.80 -0.95
N5 -0.52 -7.72 0.66
O5 -1.24 -8.32 1.70
H77 1.96 -6.46 2.60
H78 1.74 -8.06 1.88
H79 0.67 -7.55 3.16
H80 -0.75 -4.70 1.18
H81 -0.15 -5.14 2.71
H82 -1.57 -5.80 2.27
H83 1.83 -5.43 0.51
H84 1.67 -7.04 -0.21
H85 1.16 -5.47 -2.03
H86 -0.04 -4.78 -1.09
H87 0.16 -7.76 -2.06
H88 -1.07 -6.61 -2.51
H89 -3.11 -6.71 0.50
H90 -2.11 -5.37 -0.17
H91 -3.15 -6.31 -1.23
H92 -2.72 -9.17 -0.36
H93 -2.26 -8.89 -2.01
H94 -1.11 -9.53 -0.81
H95 -1.89 -7.70 2.09
C46 -1.22 3.52 -6.79
C47 -0.92 4.79 -6.05
C48 -1.79 5.83 -6.73
C49 -1.34 4.62 -4.55
C50 -0.45 3.64 -3.82
C51 0.92 4.29 -3.95
C52 1.49 4.63 -5.31
C53 2.64 5.62 -5.13
C54 2.20 3.37 -5.96
N6 0.45 5.32 -6.16
O6 0.93 5.25 -7.52
H96 -0.73 3.57 -7.79
H97 -0.73 2.62 -6.42
H98 -2.26 3.38 -6.96
H99 -1.46 5.87 -7.79
H100 -2.80 5.48 -6.62
H101 -1.64 6.79 -6.27
H102 -1.18 5.63 -4.12
H103 -2.35 4.32 -4.54
H104 -0.84 3.46 -2.78
H105 -0.55 2.70 -4.45
H106 1.71 3.72 -3.43
H107 0.75 5.16 -3.30
H108 2.32 6.52 -4.64
H109 3.04 5.80 -6.11
H110 3.41 5.14 -4.53
H111 3.09 3.11 -5.40
H112 2.53 3.56 -7.00
H113 1.53 2.49 -6.12
H114 0.97 6.21 -7.79
C55 -5.44 -0.35 1.78
O7 -5.68 -1.45 2.63
C56 -4.46 -2.28 2.72
C57 -3.49 -1.69 3.73
C58 -2.26 -2.61 3.90
N7 -4.05 -1.28 5.05
H115 -4.80 0.40 2.31
H116 -6.45 0.09 1.73
H117 -5.09 -0.67 0.82
H118 -4.77 -3.30 2.99
H119 -3.91 -2.29 1.76
H120 -3.16 -0.74 3.24
H121 -1.41 -2.21 4.47
H122 -1.88 -3.03 2.97
H123 -2.63 -3.51 4.45
H124 -4.96 -0.83 4.75
H125 -4.34 -2.08 5.58
C59 -7.87 0.50 -0.90
O8 -7.18 1.60 -0.40
C60 -6.38 2.27 -1.36
C61 -5.38 3.15 -0.61
C62 -6.15 4.15 0.26
N8 -4.60 3.83 -1.67
H126 -8.53 0.85 -1.68
H127 -8.47 0.02 -0.14
H128 -7.26 -0.31 -1.22
H129 -5.83 1.69 -2.11
H130 -7.08 2.94 -1.92
H131 -4.66 2.47 -0.10
H132 -6.75 3.75 1.08
H133 -6.86 4.71 -0.41
H134 -5.50 4.96 0.70
H135 -5.20 4.53 -2.08
H136 -3.66 4.10 -1.48
C63 -4.64 -3.35 -0.50
O9 -4.54 -4.16 -1.63
C64 -3.48 -3.69 -2.61
C65 -4.15 -2.90 -3.76
C66 -5.04 -3.75 -4.68
N9 -3.14 -2.14 -4.53
H137 -5.01 -2.36 -0.70
H138 -3.65 -3.20 -0.02
H139 -5.37 -3.75 0.26
H140 -2.69 -3.11 -2.10
H141 -2.96 -4.59 -3.00
H142 -4.76 -2.13 -3.29
H143 -5.60 -3.02 -5.28
H144 -5.81 -4.33 -4.02
H145 -4.49 -4.41 -5.37
H146 -3.51 -1.23 -4.88
H147 -2.81 -2.71 -5.31
C67 -1.61 1.09 4.75
O10 -2.05 1.27 3.47
C68 -1.64 2.51 2.81
C69 -2.41 3.69 3.36
C70 -3.94 3.48 3.30
N10 -2.27 4.91 2.52
H148 -1.83 0.04 5.05
H149 -2.16 1.74 5.41
H150 -0.57 1.30 4.86
H151 -0.58 2.57 2.92
H152 -1.83 2.39 1.74
H153 -2.16 3.90 4.43
H154 -4.33 3.21 2.30
H155 -4.29 4.42 3.61
H156 -4.29 2.70 3.93
H157 -2.72 5.66 3.04
H158 -1.28 5.09 2.26
C71 4.43 -3.61 3.40
O11 4.93 -3.64 2.05
C72 3.96 -3.82 1.04
C73 4.74 -4.15 -0.19
C74 5.51 -2.89 -0.66
N11 3.83 -4.54 -1.27
H159 5.27 -3.62 4.10
H160 3.90 -4.58 3.62
H161 3.91 -2.73 3.65
H162 3.27 -4.64 1.29
H163 3.40 -2.93 0.95
H164 5.48 -4.89 0.17
H165 5.98 -2.54 0.27
H166 4.80 -2.15 -1.04
H167 6.29 -3.02 -1.40
H168 4.37 -4.51 -2.12
H169 3.50 -5.50 -1.17
C75 1.80 -2.26 5.18
O12 0.80 -2.32 6.19
C76 0.51 -1.00 6.57
C77 -0.54 -0.96 7.70
N12 -1.72 -1.68 7.38
C78 -2.73 -1.90 8.47
C79 -3.66 -0.79 8.88
O13 -2.98 0.15 9.72
C80 -2.46 -0.28 10.92
H170 1.34 -2.00 4.22
H171 2.20 -3.23 4.97
H172 2.64 -1.57 5.45
H173 0.17 -0.41 5.71
H174 1.41 -0.49 6.96
H175 -0.64 0.05 8.01
H176 -0.04 -1.50 8.51
H177 -2.19 -1.29 6.59
H178 -2.23 -2.28 9.36
H179 -3.41 -2.75 8.14
H180 -4.43 -1.20 9.45
H181 -4.05 -0.23 8.04
H182 -1.39 -0.64 10.87
H183 -3.08 -1.07 11.38
H184 -2.44 0.57 11.63

For the total energy, the calculation gives -130429.6246 eV. The value obtained for the HOMO energy is -8.25 eV. The spin multiplicity is 1.

Here are the Löwdin charges for atoms 1 to 99, given in e: -0.008, -0.496, -0.059, -0.122, -0.178, -0.082, -0.469, -0.044, -0.014, -0.015, -0.048, 0.055, 0.084, 0.075, 0.060, 0.067, 0.076, 0.134, 0.096, 0.084, 0.102, 0.108, 0.102, 0.066, 0.104, 0.054, 0.074, 0.070, 0.073, 0.023, -0.029, -0.486, -0.046, -0.116, -0.161, -0.199, -0.554, -0.036, -0.022, -0.063, -0.042, 0.075, 0.064, 0.058, 0.094, 0.081, 0.084, 0.105, 0.120, 0.108, 0.091, 0.127, 0.142, 0.096, 0.075, 0.093, 0.101, 0.082, 0.050, 0.095, -0.017, -0.530, -0.035, -0.142, -0.180, -0.128, -0.505, -0.013, -0.004, -0.091, -0.049, 0.040, 0.099, 0.093, 0.104, 0.069, 0.089, 0.093, 0.128, 0.123, 0.100, 0.122, 0.107, 0.070, 0.060, 0.069, 0.063, 0.094, 0.055, 0.123, -0.032, -0.510, -0.033, -0.142, -0.184, -0.137, -0.522, -0.005, -0.040